No. 1
C4H12O3 | wB97M-V/def2-TZVPD

Its charge is +1. The multiplicity is 2. The energy above the lowest of the compared OMol25 structures with the same formula, charge and spin comes out at 2.716 eV. The calculation puts the HOMO energy (alpha / beta) at -14.70 / -14.29 eV. The LUMO energy (alpha / beta) is -2.879 / -9.929 eV.

Last column: Mulliken spin population.
Cartesian coordinates (Å):
1 C 0.9005 -1.5407 -0.0667  0.005
2 C 0.9684 -0.0253 -0.4696  0.143
3 C 0.7075 0.8735 0.7597  0.148
4 O 0.8665 2.2530 0.5350  0.509
5 C -0.4056 -2.2019 -0.0842  0.007
6 O -1.3489 -1.5848 0.7507  0.054
7 H 1.3500 -1.7746 0.8718  -0.004
8 H 1.4585 -2.1484 -0.7952  0.015
9 H 0.3120 0.0877 -1.3326  0.012
10 H 1.9674 0.3249 -0.7937  0.004
11 H 1.4073 0.3100 1.4106  0.088
12 H -0.3311 0.5324 0.9618  -0.007
13 H 0.3060 2.8199 0.9615  -0.011
14 H -0.1958 -3.2412 0.2006  0.004
15 H -0.8219 -2.0500 -1.0950  0.014
16 H -1.8663 -2.3300 0.9952  -0.002
17 H -1.0849 3.3850 -1.4282  -0.001
18 H -2.5247 2.9862 -0.7770  -0.001
19 O -1.6650 3.3242 -0.6046  0.022

Atomic forces in eV per Å
C 1.461 1.082 -0.674
C 2.045 -1.732 -1.959
C -3.461 0.746 0.121
O 4.091 -5.205 -1.387
C -0.866 0.473 -1.203
O 0.744 0.434 0.484
H 0.659 0.354 0.964
H 0.250 0.586 -0.097
H -0.520 0.693 0.377
H -0.209 -0.660 0.014
H 0.619 1.101 0.216
H 0.382 1.158 0.925
H -3.642 2.401 1.751
H -0.573 0.014 -0.394
H 0.215 -0.892 -0.127
H -1.434 -0.483 0.910
H -1.882 -0.204 1.408
H -0.971 -0.429 -0.790
O 3.091 0.563 -0.541



No. 2
C12H11FO | wB97M-V/def2-TZVPD

Its charge is 0. As for the structure (SMILES): C[C@@H]1CC(c2ccc(F)cc2)=CC1=O. The energy above the lowest of the compared OMol25 structures with the same formula, charge and spin comes out at 1.526 eV. The calculation puts the HOMO energy at -8.78 eV. The LUMO energy is -0.531 eV.

Last column: natural (NBO) charge in e.
Cartesian coordinates (Å):
1 C -1.3459 2.0292 2.7582  -0.598
2 C -1.4325 2.0558 1.1940  -0.305
3 C -1.2938 0.5709 0.6001  -0.433
4 C 0.0252 0.4433 -0.1115  0.103
5 C 0.4531 -0.7591 -0.8056  -0.130
6 C 1.8311 -0.8681 -1.3000  -0.134
7 C 2.2868 -2.0730 -1.9214  -0.292
8 C 1.4560 -3.2283 -1.9528  0.424
9 F 1.9744 -4.4396 -2.2858  -0.317
10 C 0.1036 -3.1123 -1.5442  -0.289
11 C -0.2813 -1.9100 -1.0039  -0.160
12 C 0.5820 1.7561 -0.1278  -0.291
13 C -0.1859 2.6871 0.7399  0.530
14 O -0.0201 3.9309 0.7646  -0.561
15 H -0.4467 1.5868 3.1350  0.208
16 H -2.1950 1.4843 3.3165  0.212
17 H -1.3098 3.0620 3.0439  0.228
18 H -2.2610 2.5682 0.8754  0.235
19 H -2.0523 0.3138 -0.1544  0.223
20 H -1.2507 -0.1296 1.3882  0.215
21 H 2.6621 -0.1841 -1.2192  0.226
22 H 3.3385 -2.0345 -2.2672  0.236
23 H -0.6541 -3.9060 -1.6335  0.240
24 H -1.3972 -1.9371 -0.8508  0.217
25 H 1.4137 2.0931 -0.6378  0.215

Atomic forces in eV per Å
C -1.921 -0.581 0.049
C 2.304 -4.342 2.171
C -0.220 0.958 -0.450
C 0.454 4.801 -0.293
C 3.739 -0.072 -0.817
C -1.164 -2.223 -0.480
C -0.573 0.405 0.820
C -0.240 0.786 0.528
F -0.403 0.945 -0.146
C 1.907 -0.657 -0.690
C -3.405 0.086 0.080
C -1.995 -3.551 1.689
C 0.290 3.352 -2.956
O 0.244 -2.740 0.540
H 0.745 -0.426 -0.150
H 1.015 0.952 -1.166
H -0.204 0.559 0.504
H -1.970 1.211 -0.831
H -0.203 0.036 0.565
H -0.720 -1.039 0.998
H -0.596 0.821 0.318
H -0.858 -0.620 0.208
H 0.819 0.268 -0.001
H 1.220 0.604 0.446
H 1.735 0.468 -0.934



No. 3
C11H17N4 | wB97M-V/def2-TZVPD

Its charge is +1. The energy above the lowest of the compared OMol25 structures with the same formula, charge and spin comes out at 2.986 eV. The calculation puts the HOMO energy at -10.38 eV. The LUMO energy is -5.136 eV.

Last column: natural (NBO) charge in e.
Cartesian coordinates (Å):
1 C -0.4276 2.2561 0.4717  -0.604
2 C -0.4692 0.7495 0.7165  -0.418
3 C -1.8820 0.2101 0.8718  -0.207
4 N -1.9545 -1.2609 0.5899  -0.606
5 C -1.1777 -2.0454 1.4535  0.185
6 C 0.1333 -2.4039 1.1578  -0.141
7 C 0.8591 -3.2022 2.0424  0.033
8 N 0.3565 -3.6578 3.1718  -0.133
9 N -0.8808 -3.3032 3.4219  -0.212
10 C -1.6640 -2.5387 2.6757  0.045
11 H -0.6200 2.7859 1.4007  0.214
12 H 0.5783 2.5220 0.1552  0.237
13 H -1.1200 2.5628 -0.3061  0.214
14 H 0.0475 0.2138 -0.0792  0.201
15 H 0.0817 0.5489 1.6389  0.197
16 H -2.5495 0.6810 0.1564  0.222
17 H -2.2603 0.4075 1.8782  0.179
18 H -2.9219 -1.5590 0.6621  0.384
19 H 0.5888 -2.0825 0.2337  0.264
20 H 1.8735 -3.4950 1.8272  0.249
21 H -1.2496 -3.6645 4.2948  0.443
22 H -2.6608 -2.3311 3.0338  0.252
23 N 1.0161 0.9873 -2.9980  -0.517
24 C 0.6845 2.1927 -3.5550  -0.077
25 C 1.8052 2.9775 -3.5555  -0.297
26 C 2.8569 2.2148 -2.9773  -0.294
27 C 2.3412 0.9911 -2.6458  -0.092
28 H 0.3844 0.2193 -2.8736  0.404
29 H -0.3160 2.3845 -3.9029  0.214
30 H 1.8680 3.9842 -3.9318  0.231
31 H 3.8768 2.5278 -2.8310  0.229
32 H 2.8022 0.1272 -2.1979  0.203

Atomic forces in eV per Å
C 0.396 -0.345 0.125
C -0.054 0.040 0.285
C 0.211 -0.270 -0.273
N -0.043 -0.106 0.467
C 0.232 -0.102 0.014
C -0.188 0.181 0.017
C -0.277 0.164 -0.014
N 0.030 -0.093 0.109
N -0.183 0.026 0.074
C 0.197 0.104 -0.560
H -0.238 0.196 -0.041
H 0.027 0.145 -0.078
H -0.105 0.085 -0.028
H -0.082 0.048 -0.219
H 0.160 -0.100 -0.026
H -0.071 0.015 -0.074
H -0.061 0.144 0.048
H -0.041 0.087 -0.082
H -0.025 0.045 -0.073
H 0.114 -0.078 0.054
H 0.114 -0.102 0.092
H -0.057 -0.061 0.136
N -0.004 -0.023 0.081
C -0.059 0.013 0.031
C 0.011 -0.015 0.033
C 0.002 0.008 0.014
C -0.056 0.007 0.055
H 0.000 -0.037 -0.097
H 0.010 0.021 -0.028
H 0.007 0.003 -0.008
H 0.006 0.003 -0.005
H 0.027 -0.005 -0.031



No. 4
C3H12N2P | wB97M-V/def2-TZVPD

Its charge is +1. The energy above the lowest of the compared OMol25 structures with the same formula, charge and spin comes out at 3.088 eV. The calculation puts the HOMO energy (alpha / beta) at -13.95 / -13.12 eV. The LUMO energy (alpha / beta) is -5.328 / -4.873 eV.

Last column: natural (NBO) charge in e.
Cartesian coordinates (Å):
1 C 2.0472 1.2215 -0.0651  -0.426
2 C 0.0376 -0.3069 1.5890  -0.970
3 C -0.7887 -1.7007 -0.9789  -1.028
4 N -2.2424 1.5249 -0.1550  -0.854
5 N 1.1583 0.2453 -0.7692  -0.933
6 P -0.3141 -0.1919 -0.1563  1.663
7 H 1.5372 1.5460 0.9144  0.206
8 H 2.9298 0.6557 0.2937  0.230
9 H 2.3832 2.0872 -0.6866  0.245
10 H -0.8731 -0.5635 2.1113  0.287
11 H 0.5005 0.5641 1.9357  0.268
12 H 0.6935 -1.2202 1.5852  0.268
13 H -1.1156 -1.4271 -1.9850  0.288
14 H -1.7368 -2.1261 -0.5591  0.297
15 H -0.0036 -2.4865 -0.9706  0.295
16 H -1.8636 2.4019 -0.4456  0.368
17 H -2.9457 1.0370 -0.6345  0.358
18 H 1.2363 0.3198 -1.8128  0.439

Atomic forces in eV per Å
C -0.057 -0.114 1.630
C -0.684 -2.848 -1.102
C -1.263 -0.820 0.069
N 3.117 -2.367 2.799
N -0.197 0.990 -1.482
P -0.936 2.555 -0.163
H 0.904 0.103 -1.947
H -0.282 0.397 -0.428
H -0.642 -0.819 0.478
H -0.195 0.183 0.293
H 0.481 0.958 0.766
H -0.205 0.919 0.489
H 0.470 -0.073 -0.176
H 0.859 0.424 0.103
H -0.356 0.697 -0.033
H 0.030 0.288 -1.139
H -0.897 -0.157 -1.554
H -0.146 -0.316 1.395



No. 5
C2H3ClN2 | wB97M-V/def2-TZVPD

Its charge is 0. As for the structure (SMILES): CC1=NN1Cl. The energy above the lowest of the compared OMol25 structures with the same formula, charge and spin comes out at 3.910 eV. The calculation puts the HOMO energy at -9.73 eV. The LUMO energy is 0.780 eV.

Last column: natural (NBO) charge in e.
Cartesian coordinates (Å):
1 C 0.2369 0.4007 1.0026  -0.676
2 C 0.0977 0.2699 -0.4633  0.385
3 N 0.0800 0.6575 -1.6311  -0.173
4 N 0.0903 -0.8404 -1.3284  -0.314
5 Cl -1.4233 -1.7109 -1.5717  0.024
6 H 0.6502 -0.5315 1.3299  0.250
7 H -0.6355 0.5257 1.5236  0.254
8 H 0.9036 1.2290 1.1382  0.249

Atomic forces in eV per Å
C 1.795 0.007 -2.078
C -0.908 -1.408 1.118
N -0.287 0.936 -0.756
N 1.338 -0.587 -0.388
Cl -0.506 0.474 0.255
H 0.585 -0.414 0.269
H -2.402 0.592 0.972
H 0.386 0.401 0.608



No. 6
C18H19F3N6ORuS2Se | wB97M-V/def2-TZVPD

Its charge is -1. The multiplicity is 6. The energy above the lowest of the compared OMol25 structures with the same formula, charge and spin comes out at 0.751 eV. The calculation puts the HOMO energy (alpha / beta) at -2.85 / -4.86 eV. The LUMO energy (alpha / beta) is 2.734 / 0.067 eV.

Last column: Mulliken spin population.
Cartesian coordinates (Å):
1 Ru 0.1456 -0.0485 -0.6819  2.453
2 N 1.2901 1.0081 -4.8089  0.030
3 C 0.9060 0.9135 -3.4769  0.106
4 S 0.7741 -0.7258 -2.8308  0.059
5 N 0.7144 1.9943 -2.8115  -0.042
6 N 0.3997 1.7679 -1.4974  0.263
7 C 0.1484 2.8031 -0.6974  0.201
8 C -0.1805 2.5402 0.6379  0.140
9 C -0.5200 3.5362 1.5879  0.038
10 C -0.9038 3.1722 2.8465  0.026
11 C -0.9597 1.8048 3.1974  0.168
12 C -0.5913 0.8792 2.2473  -0.024
13 N -0.1949 1.2135 1.0196  0.169
14 H 1.0681 0.1929 -5.3562  0.003
15 H 1.0206 1.8786 -5.2411  0.000
16 H 0.1951 3.8092 -1.0953  0.011
17 H -0.4790 4.5769 1.2925  0.002
18 H -1.1697 3.9308 3.5725  0.006
19 H -1.2698 1.4809 4.1798  0.012
20 H -0.5985 -0.1845 2.4579  -0.004
21 F 3.1977 -2.7918 4.1078  0.001
22 C 3.0478 -1.5039 3.7460  0.001
23 F 1.8419 -1.1203 4.1817  0.004
24 F 3.9710 -0.8104 4.4452  0.004
25 C 3.2132 -1.3332 2.2574  0.079
26 C 3.6362 -2.4155 1.5036  -0.023
27 C 3.7795 -2.2594 0.1377  0.121
28 C 3.4066 -1.0494 -0.4360  -0.046
29 N 2.9699 -0.0163 0.2658  0.088
30 C 2.9479 -0.1097 1.6072  -0.063
31 S 2.6447 1.3455 2.4856  0.836
32 H 3.8231 -3.3680 1.9757  0.001
33 H 4.1105 -3.0784 -0.4851  0.003
34 H 3.4074 -0.9229 -1.5123  0.007
35 Se 0.6854 -4.5920 1.3918  0.017
36 C 0.4816 -2.9550 0.7009  0.013
37 N 0.3493 -1.8836 0.2708  0.016
38 C -3.8875 0.7903 -1.7190  0.029
39 C -3.0290 -0.4202 -1.3361  -0.012
40 C -2.6808 -1.2138 -2.5929  -0.001
41 C -3.8047 -1.3191 -0.3668  0.017
42 O -1.8984 0.0552 -0.6651  0.297
43 H -4.8122 0.4871 -2.2191  0.000
44 H -3.3211 1.4412 -2.3881  0.001
45 H -4.1386 1.3597 -0.8224  -0.002
46 H -3.5871 -1.6229 -3.0492  -0.001
47 H -2.0108 -2.0392 -2.3459  -0.002
48 H -2.1747 -0.5788 -3.3212  0.001
49 H -4.7451 -1.6675 -0.8044  0.000
50 H -4.0222 -0.7650 0.5479  0.000
51 H -3.1963 -2.1863 -0.1034  -0.001

Atomic forces in eV per Å
Ru -0.946 0.381 -0.259
N 0.034 -0.016 -0.011
C -0.013 0.038 0.008
S 0.244 -0.042 0.236
N -0.043 0.024 -0.113
N 0.040 -0.008 0.100
C 0.074 -0.015 -0.044
C -0.010 0.030 0.034
C 0.010 -0.005 0.004
C 0.011 0.007 -0.023
C 0.012 -0.031 -0.004
C 0.068 -0.020 0.089
N 0.255 -0.115 0.012
H -0.042 0.017 -0.009
H 0.020 0.004 0.006
H -0.002 -0.001 -0.007
H -0.005 0.000 -0.002
H 0.002 0.002 0.001
H 0.004 -0.004 0.000
H -0.008 0.005 0.006
F 0.024 0.005 -0.003
C 0.006 -0.005 0.076
F -0.010 -0.009 -0.009
F 0.000 0.024 -0.005
C 0.011 0.020 -0.073
C -0.009 0.007 -0.023
C -0.012 -0.017 0.017
C -0.161 -0.062 -0.032
N 0.434 0.128 0.083
C -0.072 -0.073 0.043
S -0.046 0.007 0.007
H 0.003 -0.002 -0.002
H -0.007 -0.009 0.007
H -0.001 -0.004 0.004
Se 0.056 -0.037 0.002
C -0.076 0.020 0.079
N 0.054 -0.016 -0.051
C 0.023 0.007 0.006
C -0.158 0.033 0.068
C 0.025 -0.022 -0.007
C 0.025 -0.003 0.011
O 0.174 -0.257 -0.233
H 0.008 -0.003 0.004
H 0.002 0.003 -0.003
H -0.008 -0.002 0.004
H 0.005 0.012 -0.007
H -0.010 -0.001 0.005
H 0.010 0.001 0.005
H 0.010 0.003 -0.002
H -0.010 0.003 0.000
H 0.005 0.001 0.007